1.
A structure of composition C10H3Cl5N5O3Pt, computed with ωB97M-V/def2-TZVPD.

Structure (XYZ):
```
27
Properties=species:S:1:pos:R:3:forces:R:3:lowdin_charge:R:1
Pt -1.7095 1.0053 1.3709 -0.28 0.46 -0.04 0.682
N -1.4354 -0.1020 3.0491 0.07 -0.11 -0.09 -0.295
N -2.7035 -0.2483 2.5918 0.14 -0.14 0.05 -0.294
C -2.1490 0.2750 -2.1699 0.02 -0.06 -0.06 -0.033
O -2.8693 0.7802 -2.8711 -0.03 0.01 0.06 0.022
O 2.0311 -1.5162 2.4712 -0.06 0.18 0.06 0.208
H -0.8605 -0.9120 2.7817 -0.04 0.09 0.03 -0.034
H -1.2388 -1.9424 0.3169 -0.10 0.20 0.04 -0.096
H -2.8026 -1.1442 2.0956 -0.02 0.02 -0.02 -0.019
Cl 5.4017 -1.9757 1.2793 0.12 0.00 0.07 0.687
C 3.7704 -1.7846 0.7395 -0.26 0.13 -0.24 -0.713
C 2.8266 -1.6160 1.6475 0.24 -0.27 0.30 -0.221
C 0.6049 -3.5835 0.3243 -0.03 0.21 -0.20 -0.189
Cl -0.0176 -1.6192 0.0933 -0.08 -0.01 -0.14 0.696
C 1.7296 -3.5659 -0.3901 0.38 -0.87 0.17 -0.919
Cl 2.4829 -5.1852 -0.4007 -0.11 0.27 0.02 0.613
C 2.4832 -2.5990 -1.1870 -0.09 0.30 -0.20 -0.813
Cl 2.0758 -2.5604 -2.8691 0.00 0.01 0.06 0.691
C 3.4337 -1.8047 -0.6803 0.13 -0.01 -0.07 -0.736
Cl 4.3705 -0.7482 -1.6871 -0.09 -0.08 0.07 0.684
O -1.6118 2.4317 -0.1438 0.01 -0.53 0.66 -0.460
N -2.0859 3.5773 0.2704 0.17 -0.11 -0.78 -0.034
C -2.2403 4.4146 -0.7204 -0.08 0.30 0.25 -0.327
C -1.9257 4.0846 -2.0824 0.01 -0.04 0.05 -0.192
N -1.6811 3.8314 -3.1768 0.01 0.06 -0.02 0.159
C -2.7384 5.7243 -0.4257 -0.02 0.00 -0.03 -0.198
N -3.1408 6.7834 -0.2272 0.01 -0.01 0.01 0.130
```
Positions in Å, forces in eV/Å.

Calculated values
**Total energy**: -89862.0671 eV
**LUMO**: 1.47 eV
**Gap between HOMO and LUMO**: 0.24269 hartree
**Net charge**: -1

=====

2.
A cluster of 5 separate species, C8H24N8O7 in total, computed with ωB97M-V/def2-TZVPD.

Structure (XYZ):
```
47
Properties=species:S:1:pos:R:3:forces:R:3:lowdin_spin:R:1
C 6.6934 24.4765 -15.8819 0.33 -0.70 0.04 0.000
C 5.5958 24.6172 -14.8823 -0.46 -0.35 0.04 0.000
O 4.9942 23.2817 -14.6416 -0.10 0.43 0.06 0.000
C 3.6956 23.0867 -14.4093 -0.29 -0.73 -0.60 0.000
O 2.8305 23.9474 -14.2826 1.01 -1.63 -0.05 0.000
O 3.5164 21.6762 -14.4524 0.66 3.89 0.49 0.000
C 2.2160 21.1625 -14.1589 0.98 -0.65 -0.67 0.000
H 7.5055 23.8315 -15.5464 -0.09 -0.10 0.03 0.000
H 7.1154 25.4738 -16.0056 -0.07 -0.03 -0.46 0.000
H 6.2454 24.0511 -16.7799 0.42 0.29 -0.30 0.000
H 4.8985 25.2985 -15.3699 -0.57 -0.13 0.74 0.000
H 6.0187 25.0117 -13.9585 -0.60 -0.10 0.22 0.000
H 2.2605 20.7310 -13.1590 -0.44 0.23 0.04 0.000
H 2.2572 20.3615 -14.8971 -1.10 -0.29 0.22 0.000
H 1.4106 21.8749 -14.3375 0.11 -0.07 0.15 0.000
C -1.2073 24.3205 -14.9552 2.98 -2.21 -1.10 0.000
O -2.3202 23.9908 -15.2335 -5.84 -0.01 -0.98 0.002
N -0.2377 24.0486 -15.8032 2.46 0.41 -0.90 0.000
N -0.8377 24.6363 -13.7569 0.53 1.51 2.84 0.000
H 0.7121 24.1975 -15.4937 0.05 -0.01 -0.30 0.000
H -0.3942 23.5776 -16.6829 -0.31 0.00 -0.23 0.000
H -1.5608 25.0382 -13.1775 0.50 0.05 0.72 0.000
H 0.1463 24.7040 -13.5398 -0.30 0.34 0.25 0.000
C -5.9464 23.9098 -15.2402 -0.74 -1.36 -3.24 0.063
O -6.0107 24.5690 -14.1985 0.80 1.31 2.39 0.673
N -7.1073 23.4697 -15.7717 0.31 -0.04 0.09 0.025
N -4.8619 23.6697 -15.9773 -1.35 -0.01 0.09 0.090
H -7.0015 23.0468 -16.6827 -0.67 -0.12 0.23 0.005
H -8.0126 23.6956 -15.3851 0.19 0.00 -0.12 0.000
H -5.1003 23.4339 -16.9300 0.54 -0.01 0.00 0.003
H -3.8943 23.8328 -15.7379 1.29 0.35 0.63 0.001
C -1.5738 21.8669 -18.4890 0.26 0.82 1.10 0.000
O -0.8977 22.8448 -18.2539 1.14 0.80 0.10 0.000
N -1.9325 20.9542 -17.6081 -0.50 -1.96 2.65 0.000
N -2.1372 21.6306 -19.6414 -0.82 0.24 -2.80 0.000
H -2.5770 20.2354 -17.9048 0.45 -0.06 0.53 0.000
H -1.4647 20.8659 -16.7173 -0.25 0.12 -0.21 0.000
H -1.7627 22.2148 -20.3752 -0.66 -0.51 -0.46 0.000
H -2.6892 20.7879 -19.7145 0.35 0.45 -1.05 0.000
C -2.7921 27.3049 -13.1588 -0.84 -0.98 1.36 0.012
O -2.3895 26.6482 -12.2640 2.68 -2.47 3.29 0.020
N -2.7117 28.5429 -13.3178 2.07 7.50 0.28 0.011
N -3.5723 26.8125 -14.0372 -3.64 -4.07 -4.21 0.097
H -3.1773 28.9921 -14.0933 0.66 0.32 0.41 0.000
H -1.9921 28.9957 -12.7726 -0.41 0.60 -0.17 0.000
H -3.4237 25.8152 -14.0957 -0.86 -0.18 -0.91 -0.002
H -4.0626 27.4084 -14.6887 0.13 -0.89 -0.27 0.000
```
Positions in Å, forces in eV/Å.

Calculated values
**Spin multiplicity**: 2
**Total energy**: -34931.8425 eV
**LUMO (alpha / beta)**: -2.72 / -8.38 eV
**<S²>**: 0.76
**Gap between HOMO and LUMO (alpha / beta)**: 0.34147 / 0.13348 hartree
**Net charge**: +1

=====

3.
An isolated molecule of C5H6N2O, computed with ωB97M-V/def2-TZVPD.

Structure (XYZ):
```
14
Properties=species:S:1:pos:R:3:forces:R:3:lowdin_charge:R:1
O 0.1238 1.2223 2.6350 0.12 0.00 0.28 0.033
C 0.7874 0.4623 1.9696 0.47 0.06 2.44 -0.316
N 0.5004 0.2103 0.6864 0.66 -0.33 0.57 -0.080
C 1.2288 -0.5215 -0.2153 -3.27 1.41 -3.48 -0.034
C 0.6156 -0.3844 -1.4288 1.45 -1.80 -0.26 -0.018
C -0.5638 0.4508 -1.2498 0.29 -1.00 -1.63 -0.290
C -1.5635 -0.1478 -0.3822 -2.51 -2.87 1.19 -0.079
N -0.6152 0.8030 0.0950 -0.04 1.98 2.64 0.018
H 1.6417 -0.1367 2.4968 -0.98 0.71 -1.51 0.163
H 2.0352 -1.0487 0.0784 2.46 -1.73 0.85 0.088
H 0.7038 -0.9926 -2.3571 0.64 0.71 0.96 0.121
H -0.8379 1.1868 -1.9341 -0.31 1.06 -1.27 0.125
H -2.6412 0.1261 -0.3503 1.06 0.20 -0.06 0.119
H -1.4150 -1.2301 -0.0435 -0.04 1.59 -0.72 0.150
```
Positions in Å, forces in eV/Å.

Calculated values
**SMILES**: O=CN1C=C[C@H]2CN21
**Total energy**: -10306.6332 eV
**LUMO**: 0.95 eV
**Gap between HOMO and LUMO**: 0.33806 hartree

=====

4.
A structure of composition C6H9NO, computed with ωB97M-V/def2-TZVPD.

Structure (XYZ):
```
17
Properties=species:S:1:pos:R:3:forces:R:3:lowdin_charge:R:1
C -2.7535 -0.7558 -0.4776 1.18 2.43 -0.32 -0.035
C -1.5982 -0.1236 0.3251 1.95 -1.25 2.18 -0.281
C -1.0087 1.2661 0.5016 -2.92 5.11 1.97 -0.189
C 0.9769 -0.2305 0.0092 -1.46 -3.61 2.62 -0.388
C 2.3381 0.2678 -0.4468 1.63 0.07 -0.40 -0.114
C 3.6294 -0.1748 0.0593 -2.78 2.31 -3.67 0.012
H -2.9130 -0.3555 -1.5235 -0.40 1.03 1.56 0.099
H -2.5012 -1.6819 -0.8749 0.61 -2.48 0.61 0.038
H -3.5530 -0.7435 0.2579 -0.64 -0.25 -0.79 0.075
H -1.2661 -0.6046 1.3910 -1.78 0.36 -2.51 0.173
H -1.1953 2.2523 -0.1404 -0.32 -2.09 1.59 0.129
H -1.0512 1.5526 1.7583 1.23 -0.92 -3.55 0.167
H 2.1101 0.9286 -1.3966 1.45 -1.28 1.82 0.121
H 4.5741 0.1890 -0.8544 -2.79 -1.40 3.82 0.157
H 3.6680 -0.7553 1.0723 0.37 1.05 -2.37 0.084
N -0.3382 0.3160 -0.2052 3.27 -0.15 -1.88 -0.081
O 0.8819 -1.3469 0.5448 1.40 1.08 -0.67 0.033
```
Positions in Å, forces in eV/Å.

Calculated values
**Total energy**: -9899.3512 eV
**LUMO**: -0.04 eV
**Gap between HOMO and LUMO**: 0.33406 hartree

=====

Repeat the first record exactly.
A structure of composition C10H3Cl5N5O3Pt, computed with ωB97M-V/def2-TZVPD.

Structure (XYZ):
```
27
Properties=species:S:1:pos:R:3:forces:R:3:lowdin_charge:R:1
Pt -1.7095 1.0053 1.3709 -0.28 0.46 -0.04 0.682
N -1.4354 -0.1020 3.0491 0.07 -0.11 -0.09 -0.295
N -2.7035 -0.2483 2.5918 0.14 -0.14 0.05 -0.294
C -2.1490 0.2750 -2.1699 0.02 -0.06 -0.06 -0.033
O -2.8693 0.7802 -2.8711 -0.03 0.01 0.06 0.022
O 2.0311 -1.5162 2.4712 -0.06 0.18 0.06 0.208
H -0.8605 -0.9120 2.7817 -0.04 0.09 0.03 -0.034
H -1.2388 -1.9424 0.3169 -0.10 0.20 0.04 -0.096
H -2.8026 -1.1442 2.0956 -0.02 0.02 -0.02 -0.019
Cl 5.4017 -1.9757 1.2793 0.12 0.00 0.07 0.687
C 3.7704 -1.7846 0.7395 -0.26 0.13 -0.24 -0.713
C 2.8266 -1.6160 1.6475 0.24 -0.27 0.30 -0.221
C 0.6049 -3.5835 0.3243 -0.03 0.21 -0.20 -0.189
Cl -0.0176 -1.6192 0.0933 -0.08 -0.01 -0.14 0.696
C 1.7296 -3.5659 -0.3901 0.38 -0.87 0.17 -0.919
Cl 2.4829 -5.1852 -0.4007 -0.11 0.27 0.02 0.613
C 2.4832 -2.5990 -1.1870 -0.09 0.30 -0.20 -0.813
Cl 2.0758 -2.5604 -2.8691 0.00 0.01 0.06 0.691
C 3.4337 -1.8047 -0.6803 0.13 -0.01 -0.07 -0.736
Cl 4.3705 -0.7482 -1.6871 -0.09 -0.08 0.07 0.684
O -1.6118 2.4317 -0.1438 0.01 -0.53 0.66 -0.460
N -2.0859 3.5773 0.2704 0.17 -0.11 -0.78 -0.034
C -2.2403 4.4146 -0.7204 -0.08 0.30 0.25 -0.327
C -1.9257 4.0846 -2.0824 0.01 -0.04 0.05 -0.192
N -1.6811 3.8314 -3.1768 0.01 0.06 -0.02 0.159
C -2.7384 5.7243 -0.4257 -0.02 0.00 -0.03 -0.198
N -3.1408 6.7834 -0.2272 0.01 -0.01 0.01 0.130
```
Positions in Å, forces in eV/Å.

Calculated values
**Total energy**: -89862.0671 eV
**LUMO**: 1.47 eV
**Gap between HOMO and LUMO**: 0.24269 hartree
**Net charge**: -1

=====

- What is the total energy in the first record?
  -89862.0671 eV

=====

- What is the formula in the third record?
  C5H6N2O